{
  "formula": "C44H88O11",
  "method": "ωB97M-V with the def2-TZVPD basis set",
  "species": ["C", "C", "C", "O", "C", "H", "H", "H", "H", "H", "H", "H", "H", "C", "C", "C", "O", "C", "H", "H", "H", "H", "H", "H", "H", "H", "C", "C", "C", "O", "C", "H", "H", "H", "H", "H", "H", "H", "H", "C", "C", "C", "O", "C", "H", "H", "H", "H", "H", "H", "H", "H", "C", "C", "C", "O", "C", "H", "H", "H", "H", "H", "H", "H", "H", "C", "C", "C", "O", "C", "H", "H", "H", "H", "H", "H", "H", "H", "C", "C", "C", "O", "C", "H", "H", "H", "H", "H", "H", "H", "H", "C", "C", "C", "O", "C", "H", "H", "H", "H", "H", "H", "H", "H", "C", "C", "C", "O", "C", "H", "H", "H", "H", "H", "H", "H", "H", "C", "C", "C", "O", "C", "H", "H", "H", "H", "H", "H", "H", "H", "C", "C", "C", "O", "C", "H", "H", "H", "H", "H", "H", "H", "H"],
  "xyz": [[-5.4709, 0.7812, -0.6089], [-4.2156, 1.0330, -1.5008], [-3.6214, -0.3478, -1.6948], [-4.3030, -1.1847, -0.7598], [-5.0447, -0.4729, 0.1363], [-6.3523, 0.6070, -1.2260], [-5.5663, 1.7076, -0.0425], [-3.5430, 1.7375, -1.0115], [-4.4404, 1.4700, -2.4737], [-2.5591, -0.3566, -1.4508], [-3.7344, -0.6665, -2.7310], [-4.4151, -0.2452, 0.9965], [-5.8927, -1.0650, 0.4804], [-2.5549, 4.2708, 3.4918], [-2.5958, 2.7847, 3.5635], [-3.5192, 2.3395, 2.4599], [-4.4942, 3.3366, 2.4687], [-3.7937, 4.5688, 2.6387], [-1.7269, 4.6858, 2.9171], [-2.5940, 4.7502, 4.4700], [-2.9864, 2.3607, 4.4885], [-1.6368, 2.3263, 3.3219], [-3.9502, 1.3723, 2.7187], [-3.1390, 2.2889, 1.4396], [-4.3929, 5.3759, 3.0602], [-3.4117, 4.8883, 1.6691], [0.8660, -0.4570, 6.8737], [0.5638, -0.5163, 5.3828], [-0.9775, -0.4709, 5.3724], [-1.3039, -1.3238, 6.4265], [-0.3641, -1.2346, 7.4903], [0.9481, 0.5829, 7.1896], [1.8058, -0.9200, 7.1746], [0.9631, -1.4559, 5.0011], [1.0183, 0.2445, 4.7482], [-1.3889, -0.8268, 4.4278], [-1.3738, 0.5189, 5.5990], [0.0564, -2.1718, 7.8550], [-0.7500, -0.6878, 8.3506], [-0.1628, -0.6474, 0.7397], [0.2742, -0.2114, -0.6125], [1.6029, 0.4206, -0.3011], [1.3848, 1.0010, 1.0149], [0.1596, 0.5555, 1.5871], [0.4454, -1.4664, 1.1237], [-1.1979, -0.9764, 0.8321], [-0.4573, 0.4806, -1.0298], [0.4138, -1.0904, -1.2418], [1.9191, 1.2046, -0.9891], [2.4035, -0.3182, -0.2653], [-0.5760, 1.3507, 1.4659], [0.2474, 0.2817, 2.6385], [-1.3600, 4.8130, -3.0271], [-0.4119, 5.2714, -1.9433], [-0.1415, 3.9703, -1.1327], [-1.4529, 3.3345, -1.2009], [-2.2662, 3.9278, -2.1919], [-0.9013, 4.2222, -3.8200], [-1.8718, 5.6106, -3.5657], [-0.7043, 6.1067, -1.3070], [0.5297, 5.6614, -2.3297], [0.1714, 4.1231, -0.0998], [0.5603, 3.3029, -1.6330], [-3.1759, 4.3752, -1.7914], [-2.6020, 3.1443, -2.8713], [3.4022, -0.7056, 2.6669], [3.9516, -1.1636, 3.9811], [5.4872, -0.9256, 3.7666], [5.6663, -1.3638, 2.4753], [4.5417, -0.9730, 1.6822], [3.3010, 0.3631, 2.8564], [2.4855, -1.1859, 2.3250], [3.7732, -2.2323, 4.1003], [3.5750, -0.6512, 4.8664], [6.0460, -1.5259, 4.4845], [5.8473, 0.0993, 3.8564], [4.3119, -1.8194, 1.0350], [4.7563, -0.0909, 1.0788], [4.3095, -0.8215, -4.4777], [5.0457, -2.0356, -3.9219], [3.9059, -2.7194, -3.1315], [3.0581, -1.6734, -2.7162], [3.4581, -0.4420, -3.3032], [3.7102, -1.1729, -5.3177], [4.9435, -0.0167, -4.8497], [5.8380, -1.6674, -3.2700], [5.4897, -2.6681, -4.6906], [4.1929, -3.2423, -2.2193], [3.3560, -3.3360, -3.8425], [4.0412, 0.0542, -2.5274], [2.5156, 0.0883, -3.4395], [-2.4197, -3.3853, 3.0020], [-3.0695, -3.7439, 1.6793], [-4.5545, -3.8237, 1.9810], [-4.7287, -3.2130, 3.2592], [-3.5030, -2.6481, 3.7722], [-1.5266, -2.7694, 2.8965], [-2.2038, -4.1887, 3.7063], [-2.6589, -4.6326, 1.2000], [-2.9391, -2.8802, 1.0272], [-4.8988, -4.8574, 1.9482], [-5.1998, -3.2199, 1.3428], [-3.3611, -2.7460, 4.8485], [-3.4628, -1.5968, 3.4873], [-0.1689, -0.8845, -4.4329], [-1.1246, -2.0609, -4.3855], [-2.2224, -1.5816, -5.2489], [-2.3393, -0.1902, -4.9154], [-1.0170, 0.2980, -4.7828], [0.6406, -1.0213, -5.1499], [0.3689, -0.8032, -3.4883], [-1.4832, -2.3075, -3.3861], [-0.7364, -2.9497, -4.8829], [-3.1703, -2.0853, -5.0594], [-2.0765, -1.6982, -6.3228], [-0.9699, 1.0677, -4.0125], [-0.6691, 0.7928, -5.6896], [1.6960, -3.9813, -0.6892], [1.7924, -4.3736, 0.7816], [0.4015, -4.8965, 1.0940], [-0.2667, -5.0831, -0.1376], [0.2486, -4.0769, -1.0011], [2.2336, -4.6682, -1.3428], [2.1538, -3.0019, -0.8285], [2.0562, -3.4876, 1.3590], [2.5724, -5.1081, 0.9824], [-0.1412, -4.2027, 1.7360], [0.4639, -5.8383, 1.6390], [-0.3138, -3.1784, -0.7474], [-0.0064, -4.3200, -2.0326], [3.2824, 4.1856, -3.0967], [2.2034, 3.3967, -3.7830], [2.9246, 3.0146, -5.0779], [4.2653, 2.9060, -4.7217], [4.5994, 3.8760, -3.7359], [3.3344, 3.9315, -2.0380], [3.1397, 5.2580, -3.2305], [1.3286, 3.9804, -4.0694], [1.9422, 2.4928, -3.2328], [2.7447, 3.7711, -5.8417], [2.4599, 2.0759, -5.3797], [5.1159, 4.7006, -4.2272], [5.3155, 3.5085, -3.0009]],
  "forces_ev_per_angstrom": [[0.977, 0.929, -0.682], [-0.491, 0.288, -0.227], [0.196, 0.379, 0.544], [0.900, -2.079, -1.771], [-0.796, 1.239, 0.876], [-0.038, -0.027, 0.123], [-0.565, -0.353, 0.451], [0.125, -0.210, 0.161], [-0.248, 0.087, 0.055], [0.213, -0.068, -0.062], [-0.199, -0.468, 0.189], [-0.041, 0.312, 0.450], [0.030, -0.111, -0.020], [-0.422, 1.005, -0.054], [1.502, -1.832, -0.553], [-0.527, -0.150, 0.132], [-1.422, 1.201, 0.292], [0.183, 0.099, -0.279], [0.405, -0.302, 0.406], [0.058, -0.026, -0.043], [0.168, 0.317, 0.137], [0.355, -0.017, 0.614], [-0.301, 0.022, -0.199], [0.793, -0.122, -0.049], [-0.493, -0.412, -0.120], [-0.264, 0.175, -0.339], [-0.256, 0.175, 0.284], [0.034, 0.184, -0.317], [1.433, -0.043, -0.034], [-0.906, -1.496, 1.010], [1.669, 1.486, -0.589], [-0.340, 0.048, 0.198], [-0.002, -0.129, -0.219], [-0.463, -0.278, -0.222], [0.070, 0.321, 0.332], [-0.228, -0.148, 0.167], [0.137, 0.386, -0.251], [-0.783, -0.502, -0.356], [-0.348, -0.005, -0.054], [-0.908, -0.478, 1.250], [0.164, -0.882, -0.942], [-0.434, 0.583, 0.834], [1.009, 0.537, 0.050], [0.040, -0.098, -0.734], [0.185, -0.264, -0.188], [-0.169, 0.079, -0.202], [0.119, 0.111, -0.209], [-0.158, 0.182, -0.411], [-0.105, 0.167, 0.028], [0.075, -0.167, 0.151], [-0.267, 0.074, 0.119], [0.368, 0.267, 0.065], [-0.587, 0.732, 0.495], [2.455, -0.017, 0.147], [-1.630, 0.678, -0.998], [0.450, -0.217, 0.990], [-0.243, -0.984, -1.398], [0.420, -0.132, 0.294], [-0.154, 0.151, 0.322], [-0.872, -0.293, 0.053], [0.249, -0.174, -0.327], [-0.225, -0.025, -0.001], [0.183, 0.133, -0.010], [0.230, 0.419, 0.334], [-0.306, -0.354, 0.199], [0.096, 0.891, 0.133], [1.109, -0.445, 0.735], [-1.297, -0.410, 1.186], [0.698, -0.510, -1.536], [-0.041, -0.346, 0.298], [-0.616, 0.136, -0.886], [-0.123, 0.307, 0.275], [0.283, -0.149, 0.259], [-0.198, 0.082, -0.130], [0.258, -0.155, -0.260], [-0.421, 0.440, 0.270], [0.053, 0.049, -0.199], [0.181, 0.034, -0.094], [0.021, -0.034, -0.778], [0.057, 0.086, 0.472], [0.667, 0.363, -0.505], [-0.786, -0.070, 0.340], [-0.388, -0.165, 0.898], [-0.320, 0.181, -0.074], [0.054, -0.021, 0.184], [0.100, -0.242, 0.179], [-0.079, -0.014, 0.076], [0.242, -0.388, -0.353], [-0.074, -0.519, 0.229], [0.228, 0.592, -0.152], [0.246, 0.382, -0.519], [0.059, -0.071, 1.264], [0.202, 0.526, -0.399], [-0.044, 0.431, 0.393], [-0.009, -0.145, 1.516], [-0.241, 0.115, -1.670], [0.106, -0.077, -0.055], [0.455, -0.686, -0.715], [-0.039, 0.107, -0.018], [0.277, -0.099, -0.349], [-0.227, -0.044, 0.455], [0.278, -0.266, -0.638], [-0.551, -0.087, -0.034], [-0.251, 0.415, 0.205], [1.687, -0.721, 0.703], [0.554, -0.970, -0.675], [-1.670, 0.733, -0.096], [-0.448, 0.030, -0.239], [-0.129, 0.810, 0.190], [-0.151, -0.200, -0.302], [-0.181, 0.258, 0.147], [0.087, 0.094, 0.000], [0.397, -0.219, 0.485], [-0.172, 0.253, 0.248], [0.554, 0.037, -0.188], [-0.383, 0.034, 0.216], [-0.107, -0.093, -0.396], [1.388, 0.097, -0.325], [0.467, 0.204, 0.057], [0.038, -0.367, 0.727], [0.196, -0.555, -0.085], [-1.552, 0.306, 0.012], [0.137, -0.123, 0.119], [-0.301, 0.099, -0.311], [-0.146, -0.017, 0.256], [-0.061, -0.060, -0.133], [-0.193, 0.214, -0.049], [-0.277, -0.152, -0.184], [0.124, 0.551, -0.079], [0.139, -0.195, 0.039], [-0.227, 1.592, 1.467], [0.218, 0.055, -1.092], [-1.207, -0.071, 0.741], [1.276, -1.205, -0.520], [0.265, -0.634, -0.636], [-0.159, 0.375, 0.105], [-0.427, 0.078, 0.436], [-0.159, -0.085, 0.533], [-0.167, 0.094, 0.026], [0.167, 0.128, -0.247], [0.737, -0.265, -0.551], [-0.320, 0.403, -0.044], [0.037, -0.605, -0.243]],
  "lowdin_charge": [-0.119, -0.151, -0.169, -0.134, -0.251, 0.112, 0.105, 0.081, 0.108, 0.100, 0.109, 0.104, 0.122, -0.159, -0.181, -0.235, -0.128, -0.188, 0.109, 0.110, 0.118, 0.095, 0.116, 0.112, 0.120, 0.108, -0.158, -0.180, -0.209, -0.139, -0.168, 0.104, 0.100, 0.111, 0.097, 0.098, 0.117, 0.112, 0.111, -0.176, -0.172, -0.161, -0.147, -0.189, 0.103, 0.114, 0.111, 0.094, 0.104, 0.102, 0.108, 0.098, -0.159, -0.163, -0.139, -0.167, -0.234, 0.099, 0.118, 0.115, 0.095, 0.120, 0.084, 0.124, 0.101, -0.189, -0.163, -0.220, -0.133, -0.178, 0.116, 0.093, 0.114, 0.100, 0.119, 0.119, 0.111, 0.117, -0.166, -0.148, -0.200, -0.184, -0.215, 0.115, 0.116, 0.113, 0.113, 0.114, 0.120, 0.122, 0.098, -0.187, -0.149, -0.186, -0.138, -0.194, 0.087, 0.118, 0.110, 0.096, 0.115, 0.102, 0.118, 0.098, -0.167, -0.165, -0.214, -0.135, -0.210, 0.114, 0.080, 0.111, 0.119, 0.124, 0.123, 0.110, 0.115, -0.166, -0.143, -0.206, -0.123, -0.205, 0.115, 0.088, 0.089, 0.112, 0.092, 0.124, 0.104, 0.125, -0.179, -0.171, -0.219, -0.131, -0.190, 0.114, 0.115, 0.099, 0.088, 0.122, 0.115, 0.118, 0.119],
  "gap_ev": 9.594,
  "spin_multiplicity": 1,
  "smiles": "C1CCOC1.C1CCOC1.C1CCOC1.C1CCOC1.C1CCOC1.C1CCOC1.C1CCOC1.C1CCOC1.C1CCOC1.C1CCOC1.C1CCOC1",
  "lumo_energy_ha": 0.01886,
  "homo_energy_ev": -9.08,
  "largest_force_ha_per_bohr": 0.0559
}